Entry 1:
Below is the molecule C3H5N3O, with properties calculated with the ωB97M-V functional and the def2-TZVPD basis.

```
12
Properties=species:S:1:pos:R:3:forces:R:3
O -1.7039 1.1191 0.4122 -0.1 0.2 0.2
C -1.7158 -0.2479 0.0106 -0.1 -0.3 -0.2
C -0.2665 -0.5493 -0.1808 -0.1 0.3 -0.1
N 0.5225 -0.6145 0.9360 0.2 0.2 -0.1
C 1.6844 -0.1929 0.4970 0.1 0.0 0.0
N 1.6075 0.0662 -0.8213 0.3 0.0 0.0
N 0.3581 -0.1499 -1.2712 0.0 0.0 0.2
H -0.8596 1.2380 0.8750 -0.5 0.2 0.1
H -2.2820 -0.3165 -0.9201 0.1 0.0 0.1
H -2.1727 -0.8789 0.7814 0.1 0.0 -0.1
H 2.5635 -0.0151 1.0993 0.0 -0.2 -0.2
H 2.2646 0.5418 -1.4182 0.1 -0.3 0.0
```
Forces are in eV/Å.

Values from the calculation:
Orbital gap: 10.85 eV
Net charge: 0
Highest occupied orbital energy: -10.07 eV
Largest force on an atom: 0.010 Eh/bohr

***

Entry 2:
Below is the ion C5H13N4 with charge +1, with properties calculated with the ωB97M-V functional and the def2-TZVPD basis.

```
22
Properties=species:S:1:pos:R:3:forces:R:3
C -0.4755 -0.2220 1.5083 1.5 1.0 0.3
C 0.7258 0.3589 1.3812 -0.5 0.3 -4.4
C 0.7612 0.3653 -0.7284 0.1 0.7 2.2
C 1.4656 -0.9238 -1.0873 1.6 -3.0 1.0
C -2.7425 -0.5041 0.0704 0.6 1.8 3.2
N -0.6332 0.1941 -0.8570 -1.8 0.2 0.1
N 1.8089 0.7672 2.0767 -1.6 0.2 -2.0
N 1.2405 1.5045 -1.4434 0.1 -1.8 1.7
N -1.2264 -0.5234 0.2450 2.4 -3.8 -2.6
H -0.7621 -0.5842 2.4528 -1.4 -0.6 0.7
H 2.6286 -0.8973 -1.0539 -2.0 0.4 0.1
H 1.2156 -1.3664 -2.1287 0.0 1.0 1.7
H 1.2234 -1.7638 -0.2360 0.5 1.9 -2.2
H -3.1254 -0.9250 -0.8205 0.4 -0.5 -1.1
H -3.0544 -1.1204 0.9403 -0.4 0.8 -0.5
H -3.0495 0.6061 0.1334 0.3 -1.9 0.2
H -1.2185 1.0012 -0.8371 0.4 1.5 -0.5
H 2.0104 0.3203 2.9331 0.6 0.3 1.1
H 2.2321 1.6150 1.6809 0.3 -0.9 0.9
H 1.7784 1.0913 -2.1728 0.5 0.7 -1.0
H 0.5453 2.1677 -1.7155 -0.2 0.3 -0.3
H -0.8604 -1.4974 -0.1264 -1.4 1.5 1.6
```
Forces are in eV/Å.

Values from the calculation:
Orbital gap: 9.44 eV
Net charge: +1
Highest occupied orbital energy: -12.18 eV
Largest force on an atom: 0.100 Eh/bohr

***

no.,E_tot (eV)
1,-9708.992
2,-11345.556